{"formula": "C81H214N14O29", "method": "ωB97M-V/def2-TZVPD", "homo_energy_ev": -7.9, "homo_lumo_gap_ha": 0.2967, "molar_mass_g_mol": 1848.67, "species": ["C", "O", "C", "C", "N", "C", "C", "O", "C", "H", "H", "H", "H", "H", "H", "H", "H", "H", "H", "H", "H", "H", "H", "H", "C", "O", "C", "C", "N", "C", "C", "O", "C", "H", "H", "H", "H", "H", "H", "H", "H", "H", "H", "H", "H", "H", "H", "H", "C", "O", "C", "C", "N", "C", "C", "O", "C", "H", "H", "H", "H", "H", "H", "H", "H", "H", "H", "H", "H", "H", "H", "H", "C", "O", "C", "C", "N", "C", "C", "O", "C", "H", "H", "H", "H", "H", "H", "H", "H", "H", "H", "H", "H", "H", "H", "H", "C", "O", "C", "C", "N", "C", "C", "O", "C", "H", "H", "H", "H", "H", "H", "H", "H", "H", "H", "H", "H", "H", "H", "H", "C", "O", "C", "C", "N", "C", "C", "O", "C", "H", "H", "H", "H", "H", "H", "H", "H", "H", "H", "H", "H", "H", "H", "H", "C", "O", "C", "C", "N", "C", "C", "O", "C", "H", "H", "H", "H", "H", "H", "H", "H", "H", "H", "H", "H", "H", "H", "H", "C", "O", "C", "C", "N", "C", "C", "O", "C", "H", "H", "H", "H", "H", "H", "H", "H", "H", "H", "H", "H", "H", "H", "H", "C", "O", "C", "C", "N", "C", "C", "O", "C", "H", "H", "H", "H", "H", "H", "H", "H", "H", "H", "H", "H", "H", "H", "H", "C", "O", "C", "C", "N", "C", "C", "O", "C", "H", "H", "H", "H", "H", "H", "H", "H", "H", "H", "H", "H", "H", "H", "H", "C", "O", "H", "H", "H", "H", "C", "O", "H", "H", "H", "H", "C", "O", "H", "H", "H", "H", "C", "O", "H", "H", "H", "H", "C", "O", "H", "H", "H", "H", "C", "C", "C", "O", "C", "N", "H", "H", "H", "H", "H", "H", "H", "H", "H", "H", "H", "C", "C", "C", "O", "C", "N", "H", "H", "H", "H", "H", "H", "H", "H", "H", "H", "H", "C", "C", "C", "O", "C", "N", "H", "H", "H", "H", "H", "H", "H", "H", "H", "H", "H", "C", "C", "C", "O", "C", "N", "H", "H", "H", "H", "H", "H", "H", "H", "H", "H", "H"], "positions_angstrom": [[-40.58168, -11.57883, -14.62499], [-39.73500, -10.72954, -15.42775], [-40.31081, -9.81916, -16.23500], [-39.24732, -9.13553, -17.06889], [-38.14375, -8.33984, -16.36164], [-37.38505, -9.07828, -15.32677], [-36.26887, -8.12498, -14.84448], [-35.31020, -7.75868, -15.79245], [-34.27935, -6.91516, -15.26512], [-39.95955, -12.36717, -14.20121], [-41.38106, -11.98181, -15.24685], [-41.09079, -11.01819, -13.84102], [-40.58409, -9.01446, -15.55245], [-41.11427, -10.23505, -16.84292], [-39.75761, -8.48535, -17.77950], [-38.85342, -9.84620, -17.79545], [-37.44066, -7.92300, -16.95494], [-36.96386, -10.00207, -15.72340], [-37.99641, -9.27209, -14.44542], [-35.79444, -8.54840, -13.95919], [-36.76183, -7.20942, -14.51763], [-33.41396, -6.71287, -15.89622], [-33.83317, -7.34680, -14.36917], [-34.71890, -5.94795, -15.02143], [-39.57055, -6.43386, -19.98052], [-38.24324, -6.79835, -19.73299], [-37.51135, -5.88152, -18.90869], [-36.20226, -6.59469, -18.62799], [-35.31886, -6.59514, -19.79650], [-34.17145, -7.55776, -19.70542], [-33.46189, -7.60521, -21.01703], [-34.37220, -7.92533, -22.04205], [-34.83171, -9.29738, -22.08208], [-40.05536, -7.12465, -20.67035], [-39.62217, -5.42603, -20.39248], [-40.14303, -6.40568, -19.05339], [-38.01247, -5.66469, -17.96532], [-37.46838, -4.90622, -19.39351], [-36.36664, -7.64841, -18.40271], [-35.68030, -6.10569, -17.80546], [-35.81533, -6.75327, -20.66173], [-34.49440, -8.50601, -19.27574], [-33.44588, -7.12862, -19.01441], [-32.65011, -8.33258, -21.01105], [-33.12132, -6.60867, -21.29811], [-35.47782, -9.48245, -22.94021], [-35.40654, -9.57885, -21.19978], [-34.00822, -10.01141, -22.07098], [-26.26515, -9.73731, -17.48998], [-27.19475, -10.73001, -17.89334], [-27.46225, -11.82452, -16.98562], [-29.01167, -11.86439, -16.78093], [-29.33027, -12.80246, -15.73199], [-30.69740, -13.29337, -15.64865], [-31.68933, -12.14998, -15.39529], [-31.88347, -11.45418, -16.63078], [-32.86949, -10.36911, -16.53509], [-26.41240, -9.07337, -16.63816], [-26.13023, -9.07239, -18.34308], [-25.25820, -10.14938, -17.42410], [-26.92384, -11.70691, -16.04520], [-27.11660, -12.73638, -17.47260], [-29.51421, -12.08827, -17.72190], [-29.35774, -10.85823, -16.54431], [-28.71748, -13.60450, -15.76824], [-30.66712, -13.95768, -14.78501], [-30.88087, -13.84319, -16.57177], [-31.23618, -11.48439, -14.66061], [-32.62534, -12.54188, -14.99729], [-32.99333, -9.86382, -17.49292], [-32.35323, -9.66575, -15.88174], [-33.80114, -10.67593, -16.05971], [-33.09835, -8.94493, -10.30909], [-32.26893, -10.00024, -9.79361], [-31.72391, -10.84069, -10.75324], [-31.09321, -12.10735, -10.18980], [-30.53544, -12.93872, -11.22530], [-29.94261, -14.10598, -10.57162], [-29.17534, -15.08464, -11.48633], [-28.57481, -16.24875, -10.91919], [-28.07312, -17.18655, -11.90612], [-33.43574, -8.37878, -9.44091], [-34.01314, -9.32664, -10.76247], [-32.57304, -8.33436, -11.04350], [-31.03926, -10.25206, -11.36387], [-32.49455, -11.19798, -11.43630], [-31.76129, -12.78567, -9.65910], [-30.31009, -11.84312, -9.47917], [-31.30542, -13.33287, -11.74671], [-30.71536, -14.72766, -10.11945], [-29.22004, -13.87233, -9.78970], [-28.36193, -14.49270, -11.90593], [-29.83139, -15.37300, -12.30764], [-28.84568, -17.52143, -12.59830], [-27.64853, -18.05678, -11.40559], [-27.35027, -16.76414, -12.60409], [-17.33345, -13.33657, -14.81650], [-17.70903, -12.46194, -15.86036], [-17.23074, -11.12948, -15.81606], [-17.71579, -10.31330, -14.61158], [-19.18612, -10.15315, -14.51631], [-19.55673, -9.56800, -13.19421], [-21.10158, -9.53396, -13.19333], [-21.76249, -10.82359, -13.23803], [-23.18675, -10.79024, -13.26623], [-17.65313, -12.96596, -13.84257], [-16.25049, -13.43542, -14.89081], [-17.68745, -14.36140, -14.92835], [-17.46971, -10.61033, -16.74423], [-16.14498, -11.16398, -15.90573], [-17.25950, -9.33136, -14.73685], [-17.22499, -10.75127, -13.74245], [-19.68853, -11.01996, -14.64403], [-19.08773, -8.58410, -13.18459], [-19.27833, -10.10466, -12.28725], [-21.43891, -8.91176, -14.02230], [-21.40728, -9.08218, -12.24965], [-23.68501, -10.11593, -12.56971], [-23.55030, -11.78994, -13.02843], [-23.54567, -10.58687, -14.27515], [-36.12983, -11.11116, -18.52413], [-35.00603, -11.62140, -19.20905], [-34.58894, -12.90823, -18.65521], [-33.38543, -13.57629, -19.39041], [-32.16621, -12.78693, -19.34142], [-32.11454, -11.67779, -20.29083], [-30.67467, -11.10209, -20.16000], [-30.50034, -10.14361, -21.25010], [-29.10730, -9.97513, -21.53820], [-36.39801, -10.18971, -19.04096], [-35.96325, -10.75412, -17.50782], [-36.99503, -11.77168, -18.58111], [-35.44137, -13.58746, -18.64420], [-34.26149, -12.75250, -17.62729], [-33.64724, -13.79697, -20.42523], [-33.07506, -14.54489, -18.99850], [-32.16119, -12.38329, -18.41560], [-32.84662, -10.88808, -20.12191], [-32.25526, -12.14105, -21.26740], [-29.85675, -11.82213, -20.13458], [-30.46973, -10.52718, -19.25690], [-28.68454, -10.94898, -21.78519], [-28.63298, -9.57265, -20.64315], [-28.87795, -9.29290, -22.35677], [-26.68573, -7.81145, -24.37297], [-26.41238, -7.34618, -23.04895], [-24.99634, -7.32434, -22.71272], [-24.38878, -8.77123, -22.57097], [-25.06828, -9.49626, -21.53575], [-24.49707, -10.83871, -21.51104], [-25.51829, -11.85499, -20.89298], [-26.52723, -12.22033, -21.77856], [-27.46432, -13.08589, -21.18075], [-26.54487, -8.89223, -24.38594], [-26.04391, -7.37033, -25.13559], [-27.65482, -7.44297, -24.70938], [-24.91149, -6.77894, -21.77280], [-24.46718, -6.69601, -23.42917], [-23.30938, -8.63938, -22.49608], [-24.42746, -9.35403, -23.49127], [-26.06456, -9.47372, -21.70012], [-23.62962, -10.96134, -20.86252], [-24.30325, -11.22833, -22.51041], [-26.05295, -11.32298, -20.10609], [-24.98714, -12.73303, -20.52552], [-27.09250, -13.92241, -20.58907], [-28.23022, -13.52415, -21.82062], [-27.98774, -12.45527, -20.46211], [-24.46167, -13.71780, -17.25006], [-25.33508, -14.67184, -16.82429], [-25.80587, -14.47730, -15.47213], [-26.93678, -15.48696, -15.14419], [-28.01153, -15.44432, -16.10030], [-28.88961, -16.60977, -16.09928], [-28.26598, -17.67597, -17.04029], [-28.14117, -17.16069, -18.34836], [-27.24109, -17.93439, -19.19706], [-24.80901, -12.68528, -17.21337], [-24.15706, -13.95564, -18.26925], [-23.60141, -13.70647, -16.58079], [-26.33255, -13.52516, -15.40780], [-24.97815, -14.48144, -14.76294], [-27.35173, -15.21814, -14.17278], [-26.54310, -16.49745, -15.03448], [-27.56782, -15.36128, -17.00381], [-29.91881, -16.35264, -16.34976], [-29.03299, -17.04433, -15.10999], [-28.75304, -18.64757, -17.12316], [-27.30764, -17.89598, -16.56988], [-27.41300, -19.00700, -19.28678], [-26.22002, -17.82459, -18.83173], [-27.22057, -17.51592, -20.20332], [-30.71972, -8.60592, -13.82010], [-31.24490, -7.37024, -14.22000], [-30.37175, -6.23518, -14.08226], [-30.29788, -5.67791, -12.67436], [-31.61985, -5.82341, -12.04312], [-32.59087, -4.83511, -12.53897], [-33.97758, -5.06884, -11.77794], [-34.49803, -6.35839, -12.12897], [-35.82520, -6.38735, -11.60983], [-30.20772, -8.58842, -12.85798], [-29.96466, -8.84442, -14.56917], [-31.47824, -9.37998, -13.70363], [-30.74885, -5.56314, -14.85314], [-29.36061, -6.44349, -14.43196], [-29.94547, -4.64721, -12.63481], [-29.53812, -6.22220, -12.11346], [-31.92971, -6.71634, -12.39914], [-32.63457, -4.80305, -13.62763], [-32.24719, -3.83819, -12.26301], [-34.67968, -4.25908, -11.97655], [-33.87001, -4.99806, -10.69557], [-36.20300, -7.40716, -11.68292], [-36.56452, -5.79893, -12.15321], [-35.90827, -6.06872, -10.57075], [-36.68784, -13.23522, -15.56446], [-37.08776, -13.58999, -16.92454], [-38.40574, -14.10384, -17.00748], [-38.74386, -14.54869, -18.52582], [-37.66783, -15.37669, -19.13408], [-37.48273, -16.62908, -18.41499], [-36.41491, -17.38936, -19.11342], [-35.17505, -16.83806, -18.67573], [-34.05857, -17.37089, -19.40477], [-35.61051, -13.08481, -15.63403], [-36.84894, -14.08587, -14.90223], [-37.16587, -12.31074, -15.24055], [-39.16719, -13.36218, -16.76617], [-38.50626, -14.95390, -16.33266], [-38.88655, -13.64496, -19.11829], [-39.70104, -15.06890, -18.49002], [-36.77116, -14.93272, -18.99628], [-38.43084, -17.16435, -18.36336], [-37.09994, -16.54229, -17.39811], [-36.47039, -17.28136, -20.19664], [-36.50928, -18.44724, -18.86829], [-33.08322, -17.07226, -19.02055], [-34.14486, -17.09077, -20.45462], [-34.14647, -18.45042, -19.28233], [-21.07961, -11.12607, -17.23850], [-21.47794, -11.99994, -18.24190], [-21.60127, -10.19147, -17.44466], [-21.32674, -11.45260, -16.22835], [-19.99253, -11.04729, -17.22600], [-20.95986, -12.79963, -18.12489], [-30.41223, -7.02490, -17.76425], [-30.24149, -5.72757, -18.28477], [-29.77758, -7.21916, -16.89962], [-31.48836, -7.13635, -17.63147], [-30.07013, -7.79953, -18.45055], [-29.32155, -5.49002, -18.42218], [-30.07505, -15.37346, -20.00208], [-30.74876, -14.54138, -20.89100], [-29.28700, -14.84388, -19.46672], [-30.73901, -15.84897, -19.28017], [-29.57683, -16.16970, -20.55515], [-31.24734, -13.90395, -20.37456], [-34.74478, -11.38171, -13.10134], [-35.01396, -12.49321, -12.28611], [-35.41315, -11.33999, -13.96136], [-34.82830, -10.43102, -12.57474], [-33.76173, -11.38720, -13.57217], [-35.93139, -12.49164, -12.00339], [-26.81126, -5.88230, -18.60443], [-27.68557, -4.76565, -18.55432], [-25.77407, -5.54830, -18.57642], [-27.06248, -6.55451, -17.78398], [-26.91685, -6.43332, -19.53895], [-27.39886, -4.24363, -19.30724], [-34.08358, -15.71453, -11.43553], [-33.02916, -15.59679, -12.59298], [-33.62498, -15.99762, -13.93338], [-32.67571, -15.64750, -14.89294], [-33.22430, -15.65870, -16.21844], [-32.74200, -14.16024, -12.59962], [-33.72487, -15.31032, -10.48893], [-34.27458, -16.75488, -11.17227], [-35.01607, -15.24085, -11.74240], [-32.14405, -16.21031, -12.42483], [-34.58333, -15.48866, -14.03646], [-33.78394, -17.07594, -13.92608], [-32.42498, -15.49153, -16.94041], [-34.00076, -14.89823, -16.30154], [-33.72604, -16.58802, -16.48811], [-33.59730, -13.65311, -12.42245], [-32.46107, -14.02979, -13.56095], [-22.59621, -7.46242, -19.79615], [-22.49372, -6.21637, -18.92736], [-22.52130, -6.52540, -17.42342], [-23.71998, -7.17144, -17.01224], [-23.70390, -7.53315, -15.67091], [-21.19683, -5.76976, -19.16845], [-22.43507, -7.16258, -20.83163], [-23.57895, -7.92875, -19.72650], [-21.84009, -8.18193, -19.48201], [-23.22782, -5.49609, -19.28843], [-22.47322, -5.58171, -16.88006], [-21.67287, -7.12978, -17.10250], [-24.69314, -7.97262, -15.54293], [-23.67373, -6.74040, -14.92342], [-22.90912, -8.24359, -15.44353], [-21.03983, -4.92859, -18.63190], [-21.28472, -5.50311, -20.13864], [-27.21561, -9.68196, -13.50604], [-27.61763, -10.97044, -12.83374], [-27.37948, -11.00529, -11.32743], [-26.00470, -11.28078, -11.07379], [-25.58470, -12.64727, -11.09124], [-29.01526, -11.21633, -13.11478], [-27.87806, -8.91777, -13.09950], [-27.36307, -9.73872, -14.58453], [-26.16120, -9.42376, -13.40780], [-26.98978, -11.75048, -13.26436], [-27.99954, -11.73701, -10.80955], [-27.70037, -10.04022, -10.93529], [-24.52583, -12.74165, -10.85045], [-25.60067, -13.00279, -12.12151], [-26.17972, -13.32546, -10.47959], [-29.04832, -11.66390, -14.01960], [-29.25760, -11.98543, -12.50662], [-25.58303, -4.49588, -15.58957], [-24.66872, -3.92254, -14.49283], [-24.03949, -2.43741, -14.79862], [-23.12340, -1.99177, -13.80218], [-21.87420, -2.71147, -13.84492], [-25.38891, -3.80141, -13.24730], [-25.00472, -4.79863, -16.46250], [-26.32684, -3.75804, -15.89031], [-26.09183, -5.38881, -15.22640], [-23.85324, -4.64509, -14.46120], [-24.92121, -1.80119, -14.87544], [-23.61404, -2.41556, -15.80193], [-21.04154, -2.01536, -13.74384], [-21.68845, -3.17926, -14.81175], [-21.80138, -3.44493, -13.04190], [-25.43581, -4.68128, -12.75361], [-24.86103, -3.17234, -12.65932]], "forces_ev_per_angstrom": [[0.1, 1.0, -1.0], [1.3, -3.6, 1.9], [0.4, 2.7, 0.4], [1.5, 0.6, -1.3], [-1.8, -1.5, 0.9], [0.7, 1.6, -0.7], [-0.5, 0.1, 0.7], [1.0, -0.5, -1.1], [-0.4, 0.0, 0.7], [-0.1, 0.1, -0.1], [0.0, -0.4, -0.1], [0.2, 0.2, 0.3], [-1.4, 0.4, -0.1], [-0.2, 0.2, -0.2], [-0.1, 0.6, 0.4], [0.6, -0.6, 0.2], [-0.5, -0.2, -0.7], [0.1, -0.3, 0.1], [0.0, -0.2, -0.2], [0.3, -0.2, 0.2], [-0.3, 0.2, 0.3], [-0.5, -0.5, -0.8], [-0.3, 0.0, 0.2], [0.0, 0.2, 0.3], [-0.1, 0.6, 0.3], [0.1, -0.1, 0.1], [-0.3, -0.9, -0.1], [0.9, 0.5, -1.2], [1.0, -0.1, 0.1], [-0.9, 1.9, 0.9], [-0.6, -0.6, -0.5], [-1.0, -1.3, -1.3], [0.4, 0.5, 0.7], [0.3, -0.1, 0.0], [0.0, 0.2, -0.3], [-0.2, -0.1, 0.3], [-0.4, -0.4, 0.3], [0.6, 0.0, -0.4], [-0.5, 0.0, 0.6], [0.0, -0.1, 0.2], [-0.2, -0.2, 0.0], [0.0, -0.5, -0.2], [0.0, 0.0, 0.4], [0.4, 0.1, 0.1], [0.3, -0.1, 0.3], [0.3, 0.4, -0.1], [-0.2, 0.3, 0.3], [0.4, 0.1, -0.4], [1.1, -0.1, -1.3], [-0.2, 0.2, 0.9], [-1.2, 1.0, -0.8], [1.1, 0.0, 0.0], [0.2, 0.7, 0.7], [0.8, 0.8, 0.1], [0.6, -0.3, -0.9], [-1.5, 0.2, -0.2], [2.0, -0.3, 0.9], [-0.8, -0.5, 0.4], [-0.4, 0.1, -0.2], [0.2, -0.4, 0.5], [-0.1, 0.2, 0.1], [0.0, -0.2, 0.0], [0.1, -0.3, -0.4], [0.1, 0.2, 0.3], [0.0, -0.3, -0.2], [-0.5, -0.2, -0.1], [-0.8, -0.2, -0.1], [0.0, 0.2, 0.2], [-0.3, 0.0, -0.1], [-0.1, -0.5, -0.1], [-0.5, 0.5, 0.2], [-0.2, -0.2, -0.3], [0.3, -0.8, 0.5], [-0.8, 0.6, 0.9], [-0.3, -0.4, -1.0], [0.3, 0.4, 0.6], [1.9, -0.7, -0.1], [0.5, -1.8, 0.4], [0.5, 0.8, -1.3], [-0.2, -0.5, 0.0], [-0.6, 0.8, 0.1], [0.4, 0.2, -0.1], [0.0, -0.3, -0.3], [0.1, 0.2, 0.1], [0.5, -0.3, -0.1], [-0.5, 0.0, -0.3], [-0.8, 0.6, 0.6], [0.1, 0.1, 0.1], [-0.4, 0.0, -0.5], [-0.4, 0.0, 0.5], [-0.2, 0.6, 0.2], [0.2, 0.2, -0.5], [-0.2, -0.1, -0.3], [-0.6, -0.1, 0.3], [-0.1, 0.3, 0.2], [0.5, 0.4, 0.4], [1.0, 0.5, -0.1], [-1.4, -0.3, -0.7], [0.1, 0.0, 0.1], [0.0, -0.4, -0.8], [1.4, 0.2, 1.1], [-1.5, -1.2, -1.7], [-0.5, 0.5, 0.7], [1.0, 0.3, 0.1], [0.2, -0.3, -0.4], [0.1, 0.0, 0.1], [0.4, 0.1, 0.6], [-0.6, 0.3, -0.5], [-0.8, -0.4, -0.1], [0.4, 0.1, 0.7], [-0.1, 0.2, 0.1], [-0.3, -0.1, 0.5], [0.2, -0.3, 0.0], [-0.5, 0.2, 0.3], [0.6, -0.4, -0.1], [-0.1, 0.0, -0.1], [-0.2, 0.4, 0.1], [0.4, 0.3, 0.2], [0.3, -0.1, 0.1], [0.0, 0.3, -0.2], [-0.4, 0.9, -0.8], [0.7, -1.4, 0.5], [0.4, -0.1, -0.5], [-0.7, 0.8, -0.4], [-0.7, 0.5, 0.1], [1.8, -0.1, 0.4], [-0.3, 1.6, -1.3], [0.3, -0.5, -0.1], [-0.4, -0.4, 0.5], [-0.1, 0.1, -0.3], [0.4, -0.6, 0.4], [0.1, -0.2, 0.2], [0.0, 0.0, 0.0], [-0.1, 0.1, 0.4], [-0.1, 0.2, -0.2], [-0.8, -0.1, 0.6], [0.6, 0.0, 0.5], [-0.1, -0.1, -0.1], [0.1, 0.4, -0.3], [-0.4, -0.6, -0.6], [-0.7, 0.0, 0.6], [0.2, 0.1, 0.0], [0.4, 0.0, 0.2], [-0.7, 0.1, -0.1], [0.5, 0.3, 0.3], [0.8, 0.3, -0.1], [-0.7, -1.1, -0.4], [-0.7, 2.1, -1.0], [1.6, -0.2, 0.5], [-2.4, -1.8, 0.9], [0.4, 1.4, 0.2], [0.0, -1.2, -1.9], [-0.8, 0.6, 1.1], [-0.5, -0.1, -0.4], [0.7, 0.1, 0.2], [-0.4, -0.5, 0.6], [-0.2, -0.3, 0.2], [0.2, -0.3, -0.4], [0.1, -0.1, 1.0], [-0.4, 0.2, -0.7], [-0.1, -0.3, -0.2], [0.3, 0.6, -0.2], [0.4, 0.1, -0.3], [0.4, -0.1, 0.9], [0.0, -0.1, 0.2], [0.9, -0.1, -0.1], [0.4, 0.5, -0.7], [-0.4, -0.2, 0.4], [1.6, 1.0, -0.1], [-2.1, -1.3, 1.3], [-1.3, -0.3, -1.0], [0.9, -0.1, 0.5], [-0.1, 0.4, -0.2], [0.0, -0.8, -0.9], [-0.2, -0.1, 0.4], [0.7, -0.6, -1.0], [0.3, 1.0, 0.6], [-0.6, 0.1, -0.2], [0.1, 0.1, 0.1], [0.6, -0.1, -0.1], [0.4, 0.4, 0.0], [0.0, -0.2, 0.1], [0.2, 0.2, 0.3], [0.3, -0.3, 0.0], [-0.2, 0.0, -0.5], [0.0, 0.3, -0.6], [0.5, 0.0, 0.3], [-0.6, 0.0, 0.4], [0.6, 0.0, -0.3], [-0.7, 0.0, 0.3], [0.1, 0.0, 0.3], [-0.5, 0.2, 0.1], [1.1, 0.1, 0.0], [-0.4, 0.8, 0.4], [0.2, -0.3, -1.4], [-0.7, -0.3, 0.3], [0.3, 0.7, 0.1], [-0.8, -0.3, 1.7], [1.7, 0.0, -1.4], [-1.0, 1.3, 0.8], [-0.3, -1.1, -0.2], [0.1, 0.3, 0.2], [0.1, -0.8, 0.0], [-0.2, 0.2, -0.4], [-0.2, 0.4, 0.3], [0.3, -0.5, -0.1], [-0.2, 0.1, -0.3], [-0.2, -0.3, 0.2], [-0.4, -0.2, 0.2], [-0.7, -0.3, -0.2], [0.1, 0.1, 0.3], [-0.2, 0.0, -0.7], [0.6, -0.3, 0.2], [0.2, -0.2, 0.1], [0.3, 0.5, -0.5], [0.4, 0.0, 0.2], [0.1, -0.5, -1.7], [-0.2, 0.1, 1.0], [-0.4, -0.3, -1.7], [1.9, 0.4, 1.6], [-1.2, 0.2, 0.9], [-0.4, 0.1, -0.3], [0.6, -0.4, -0.3], [0.8, 0.2, 0.1], [-1.1, -0.5, 0.2], [0.0, 0.2, 0.1], [-0.3, 0.1, 0.2], [-0.3, -0.1, 0.1], [0.0, 0.3, 0.4], [-0.1, -0.2, 0.1], [0.1, 0.0, 0.0], [0.1, -0.3, -0.1], [0.0, 0.7, -0.3], [0.0, -0.2, -0.2], [-0.2, 0.4, 0.4], [-0.2, 0.0, -0.2], [0.4, -0.3, 0.1], [-0.3, 0.4, 0.3], [0.1, -0.1, -0.1], [0.4, -0.3, -0.4], [0.4, 0.6, 0.6], [-0.4, -1.0, -0.6], [0.4, 0.2, 0.2], [-0.5, -0.2, 0.2], [0.1, 0.6, -0.1], [-0.1, -0.2, -0.2], [0.5, 0.0, -0.7], [-0.7, 0.1, 0.0], [-0.5, 0.2, 0.7], [0.2, -0.3, 0.6], [-0.2, -0.2, -0.6], [0.4, 0.0, 0.0], [0.5, -0.2, 0.0], [0.1, -0.5, -1.2], [0.1, 0.1, 0.3], [-0.1, -0.1, 0.3], [-0.1, 0.0, -0.1], [-0.1, 0.6, 0.7], [-0.5, 1.0, -0.9], [0.2, -0.3, 0.2], [-0.3, 0.0, 0.0], [0.0, 0.0, 0.2], [0.3, -0.6, 0.6], [0.0, 0.2, 0.0], [0.3, -0.4, -0.2], [0.3, 0.1, -0.2], [0.1, -0.2, 0.4], [0.2, 0.1, 0.1], [-0.2, -0.2, -0.1], [-0.4, 0.5, 0.0], [0.8, -1.4, -0.4], [-1.9, 0.8, 1.6], [0.3, -0.5, 1.2], [-0.2, 0.0, -1.4], [0.0, 0.0, 0.3], [1.0, -0.9, -0.7], [0.1, 0.5, -0.3], [-0.3, -0.2, -0.3], [0.0, 0.1, 0.1], [0.2, 0.2, 0.2], [-0.2, 0.2, -0.4], [-0.3, -0.3, -0.2], [0.0, 0.2, 0.2], [0.0, 0.3, -0.1], [0.1, -0.4, 0.3], [-0.1, 0.1, -0.1], [0.2, 0.9, -0.2], [-0.9, -0.2, 0.5], [-1.1, -2.4, 0.9], [-1.3, 0.2, 0.0], [0.4, 0.6, -0.8], [-1.0, -0.6, 0.3], [1.9, 1.5, -0.7], [0.1, -0.2, -0.1], [-0.1, -0.1, -0.1], [0.1, 0.0, -0.1], [-0.6, 0.1, 0.6], [0.2, 0.4, 0.2], [0.3, -0.1, -0.4], [0.2, -0.5, 0.4], [0.3, 0.6, -0.3], [0.1, -0.2, 0.0], [0.4, 0.4, -0.1], [1.1, 0.4, -0.3], [0.2, 0.3, 0.0], [0.2, -0.3, -0.3], [0.3, -0.3, -0.6], [0.6, 0.2, 1.0], [-0.3, 0.5, -1.0], [0.1, -0.1, 0.3], [0.2, 0.4, -0.1], [-0.4, -0.1, -0.1], [0.1, 0.1, 0.5], [0.2, -0.5, -0.1], [-0.2, -0.4, -0.2], [0.6, 0.2, 0.4], [-0.1, 0.5, 0.6], [-0.4, -0.3, -0.3], [-0.2, 0.2, 0.2], [-0.2, 0.1, -0.7], [-0.8, -0.1, 0.4], [0.4, 0.9, 0.0], [0.7, 1.0, -1.0], [-1.2, -2.2, 0.0], [0.1, -0.6, -0.7], [-0.1, 0.6, -0.1], [0.0, 0.2, 0.3], [0.1, 0.1, -0.1], [-0.2, -0.1, 0.0], [-0.1, 0.0, 0.1], [0.6, 0.1, 0.4], [0.2, 0.4, 0.6], [0.5, -0.2, -0.1], [-0.2, 0.3, 0.3], [-0.4, -0.3, -0.1], [-0.2, -0.1, -0.1], [-0.1, -0.2, 0.0], [0.0, 0.1, 0.3]]}